{
  "formula": "C29H24Br2ClN3NaO5PS3",
  "method": "wB97M-V/def2-TZVPD",
  "symbols": ["Na", "O", "C", "C", "C", "N", "C", "Br", "C", "H", "H", "H", "H", "N", "C", "C", "C", "C", "C", "C", "P", "C", "C", "C", "C", "C", "C", "C", "C", "C", "C", "C", "C", "H", "H", "H", "H", "H", "H", "H", "H", "H", "H", "H", "H", "H", "H", "H", "H", "O", "Cl", "O", "O", "O", "S", "C", "S", "S", "Br", "C", "C", "C", "C", "C", "N", "H", "H", "H", "H"],
  "positions_angstrom": [[2.679, -0.224, 1.790], [-1.594, -4.770, 1.717], [-0.386, -4.169, 1.652], [-0.099, -2.999, 0.906], [1.174, -2.540, 0.842], [2.206, -3.083, 1.578], [1.856, -4.071, 2.369], [3.132, -4.668, 3.688], [0.613, -4.709, 2.395], [-2.328, -4.165, 1.454], [-0.891, -2.475, 0.324], [1.427, -1.785, 0.087], [0.366, -5.534, 3.066], [0.511, 3.635, 0.024], [0.664, 3.710, -1.332], [0.949, 4.986, -1.869], [1.076, 5.075, -3.246], [0.852, 3.983, -4.113], [0.592, 2.759, -3.573], [0.523, 2.587, -2.185], [0.211, 0.911, -1.511], [-1.467, 0.475, -2.055], [-2.226, -0.164, -1.106], [-3.491, -0.662, -1.367], [-4.062, -0.382, -2.622], [-3.312, 0.260, -3.586], [-2.051, 0.699, -3.326], [1.265, -0.006, -2.741], [2.613, 0.218, -2.720], [3.402, -0.269, -3.781], [2.875, -1.117, -4.727], [1.545, -1.556, -4.615], [0.758, -0.922, -3.688], [0.923, 4.435, 0.536], [0.715, 2.701, 0.484], [1.084, 5.912, -1.275], [1.344, 6.057, -3.640], [0.977, 4.168, -5.209], [0.637, 1.889, -4.220], [-1.821, -0.257, -0.110], [-4.049, -1.167, -0.592], [-5.089, -0.639, -2.799], [-3.747, 0.478, -4.591], [-1.515, 1.179, -4.048], [3.093, 0.875, -2.040], [4.394, 0.133, -3.832], [3.568, -1.501, -5.523], [1.206, -2.328, -5.256], [-0.312, -1.195, -3.651], [-4.219, -3.216, 1.882], [-3.849, -2.046, 2.698], [-3.846, -2.495, 4.056], [-4.782, -0.962, 2.518], [-2.513, -1.625, 2.357], [3.615, 4.137, 1.946], [3.021, 2.599, 1.670], [3.809, 1.587, 0.523], [1.712, 1.944, 2.636], [0.399, -2.878, 6.560], [-0.019, -1.114, 5.904], [-1.144, -0.967, 5.142], [-1.261, 0.300, 4.482], [-0.414, 1.323, 4.851], [0.717, 1.037, 5.667], [0.836, -0.145, 6.239], [-1.800, -1.767, 4.845], [-2.072, 0.461, 3.794], [-0.491, 2.266, 4.397], [1.506, 1.790, 5.865]],
  "forces_ev_per_a": [[-0.1669, -0.8333, 0.2092], [-0.1047, 0.6765, -0.3761], [-1.1464, 0.9787, -0.5341], [-1.7384, -0.0909, -0.7524], [1.2942, -0.6897, -0.0032], [-0.7990, 0.5324, -0.0121], [-0.0921, -0.1082, 0.0471], [-0.0701, 0.1046, -0.4403], [0.9841, -0.4491, 0.9814], [0.3329, -0.2140, 0.2805], [0.6386, -0.5886, 0.5665], [0.0398, -0.0119, 0.5332], [0.3562, 0.2601, -0.2145], [0.4714, -0.8846, 0.9977], [-0.0404, 0.1836, 0.6382], [0.0870, -0.0801, -1.2910], [-0.3301, 0.3923, 0.0806], [0.6212, 1.7559, -0.9261], [0.6322, -0.3133, 0.3042], [-0.3773, 0.1770, -0.1099], [0.9177, 0.0584, 0.0618], [-0.3583, 0.4859, -1.1604], [-0.0437, -0.5087, 0.7319], [-0.7142, 0.6307, -0.9813], [0.3131, -0.6030, 1.3289], [-1.1499, 0.4424, -1.4956], [0.1786, -1.1033, 2.5797], [-1.2560, -0.5757, 0.0757], [0.8660, -0.1213, -1.6075], [-0.6781, 0.5188, 0.7406], [0.9548, -0.9475, -0.7612], [1.5399, 1.0578, 0.1313], [-1.4283, -0.3187, 0.8107], [-0.2635, -1.0983, -0.3113], [-0.3434, 1.5931, -0.5063], [-0.0551, -1.0099, -0.0945], [-0.1034, -0.2872, -0.1771], [-0.1530, -0.4486, 1.0430], [-0.3891, -0.0034, 0.0450], [0.0733, -0.2153, 0.2367], [-0.0654, -0.0001, 0.0447], [-0.2963, -0.2613, -0.1956], [0.2695, -0.2462, 0.9224], [1.3645, 1.2597, -1.8618], [0.0663, 0.5311, 0.8075], [0.5308, -0.2517, -0.1774], [-0.9187, 0.2984, 0.7175], [-0.5902, -0.4521, -0.5291], [0.6606, 0.2442, 0.0385], [0.2776, 0.8929, -0.3325], [-0.3438, -1.0923, 0.0033], [-0.1858, 0.1700, 0.8253], [0.1694, -0.3426, -0.2388], [0.1816, 0.1646, -0.5909], [-0.1829, 0.5579, -0.0168], [0.2318, -0.2347, 0.6214], [0.3801, 0.0189, -0.8152], [-0.0284, 0.4757, -0.0627], [-0.0330, 0.1537, 0.1208], [0.1503, 0.5390, 0.6919], [0.4400, 1.1746, -1.7063], [-0.1840, -0.6787, 1.8134], [1.2230, -1.0814, 0.1761], [-1.3112, 0.4640, -0.0674], [0.5913, -1.0327, -0.2978], [-0.0398, -0.1917, 0.2206], [-0.0994, 0.0020, -0.1537], [-0.0508, 1.0938, -0.5146], [-0.7067, -0.5183, -0.1116]],
  "total_charge": -2,
  "relative_energy_kj_mol": 0.0,
  "multiplicity": 1,
  "homo_ev": -1.63,
  "e_tot_ha": -8966.30083,
  "homo_lumo_gap_ha": 0.1928
}